Formula: C31H15Cl3F7IrNO2S
Source: OMol25
Level of theory: ωB97M-V with the def2-TZVPD basis set

Atoms and positions in Å:
Ir: 0.436 -0.083 0.392
F: -6.364 2.737 0.148
C: -5.344 1.881 0.229
C: -4.031 2.344 0.253
F: -3.787 3.656 0.189
C: -2.979 1.448 0.335
F: -1.723 1.926 0.358
C: -3.179 0.064 0.393
S: -1.900 -1.092 0.456
C: -4.515 -0.375 0.378
F: -4.771 -1.682 0.440
C: -5.580 0.508 0.292
F: -6.832 0.046 0.270
F: -0.093 -1.456 5.590
C: 0.224 -0.500 4.700
C: 0.166 -0.790 3.345
C: 0.484 0.180 2.404
C: 0.873 1.473 2.854
C: 0.925 1.706 4.233
F: 1.309 2.906 4.717
C: 0.608 0.744 5.167
C: 1.178 2.456 1.831
C: 1.608 3.770 2.044
C: 1.865 4.594 0.968
C: 1.685 4.103 -0.321
C: 1.244 2.805 -0.468
N: 1.004 2.009 0.566
H: -0.140 -1.782 3.048
H: 0.667 0.962 6.222
H: 1.745 4.147 3.042
H: 2.193 5.610 1.127
H: 1.881 4.710 -1.191
H: 1.074 2.395 -1.452
Cl: 4.749 0.041 -5.746
C: 3.557 0.055 -4.508
C: 2.214 0.061 -4.861
C: 1.270 0.039 -3.835
Cl: -0.407 0.031 -4.226
C: 1.616 0.002 -2.465
O: 0.682 -0.095 -1.596
C: 3.032 0.060 -2.126
C: 3.491 0.107 -0.789
O: 2.840 0.073 0.291
C: 3.964 0.068 -3.181
H: 1.906 0.080 -5.891
H: 4.582 0.186 -0.691
H: 5.015 0.088 -2.941
Cl: -3.475 -5.418 -1.950
C: -2.079 -4.614 -1.362
C: -1.646 -4.848 -0.056
C: -0.568 -4.157 0.438
C: 0.149 -3.235 -0.366
C: 1.240 -2.503 0.138
C: -0.297 -3.060 -1.703
C: -1.400 -3.715 -2.183
H: -2.171 -5.558 0.560
H: -0.243 -4.331 1.451
H: 1.978 -2.169 -0.571
H: 1.611 -2.722 1.128
H: 0.218 -2.357 -2.337
H: -1.758 -3.531 -3.184

## Properties
Net charge: 0
Orbital gap (alpha / beta): 6.25 / 5.63 eV
Spin multiplicity: 2
Energy above the lowest of the compared OMol25 structures with the same formula, charge and spin: 71.94 kcal/mol
E_LUMO (alpha / beta): -1.687 / -2.095 eV